# 1
{"formula": "C5H3NO", "method": "wB97M-V/def2-TZVPD", "species": ["H", "C", "H", "C", "C", "C", "O", "N", "H", "C"], "xyz": [[-1.9448, -2.2018, 0.5145], [-0.0505, 0.1305, -0.0667], [-0.0328, 2.3095, 0.0635], [1.3580, -0.1060, -0.0667], [2.5491, -0.2873, -0.0150], [-0.7149, 1.4467, 0.0239], [-1.9207, 1.5697, 0.0013], [-1.8859, -1.5971, -0.2927], [3.6068, -0.4381, 0.0163], [-0.9643, -0.8261, -0.1786]], "forces_ev_per_a": [[-0.795, -0.217, 0.445], [-0.149, 0.042, -0.098], [0.015, 0.084, 0.073], [0.460, 0.013, -0.082], [-0.482, 0.129, -0.063], [-0.254, 0.243, 0.008], [0.524, 0.211, 0.127], [1.143, -0.036, -0.311], [-0.233, 0.015, -0.005], [-0.229, -0.483, -0.095]], "orbital_gap_ev": 9.4, "smiles": "C#CC(=C=N)C=O", "e_above_lowest_kj_mol": 245.5, "total_energy_ev": -8767.4619, "e_lumo_ev": 0.271, "homo_energy_ev": -9.14}


# 2
{"formula": "C5H3NO2", "method": "wB97M-V/def2-TZVPD", "species": ["C", "N", "H", "C", "O", "C", "O", "C", "H", "H", "C"], "xyz": [[0.2595, 0.2342, 0.6177], [0.0811, 0.8753, -1.4984], [0.6045, 2.8615, -0.9600], [-0.8367, -2.7688, -0.2929], [0.3461, 1.6089, 0.6132], [-0.4182, -1.6048, -0.6515], [0.2684, -0.2191, 1.8567], [0.0798, -0.2896, -0.6079], [-1.4808, -3.7948, -0.2052], [-0.3139, -1.1254, 1.9653], [0.2000, 1.8979, -0.7438]], "forces_ev_per_a": [[-0.149, 1.783, 1.814], [-0.499, -1.411, 0.063], [-0.572, 0.607, -0.581], [-0.089, 2.797, -1.903], [-0.147, -1.370, -1.295], [-2.130, -6.295, 1.307], [-2.009, -3.529, 0.749], [-0.295, 2.278, -0.147], [2.238, 3.260, -0.197], [2.173, 3.119, -0.870], [1.479, -1.240, 1.061]], "orbital_gap_ev": 9.2, "smiles": "C#Cc1ncoc1O", "e_above_lowest_kj_mol": 274.6, "total_energy_ev": -10814.5688, "e_lumo_ev": 0.438, "homo_energy_ev": -8.76}


# 3
{"formula": "C5H3NO2", "method": "wB97M-V/def2-TZVPD", "species": ["C", "C", "O", "H", "H", "C", "O", "H", "N", "C", "C"], "xyz": [[-0.0250, -0.6816, -0.3294], [-1.4134, -0.2619, -0.1240], [-2.4622, -0.9259, 0.1108], [-1.0741, 1.4836, 1.0456], [-1.3014, 1.9972, -0.6724], [0.4997, 0.6113, -0.0463], [2.2324, -0.5406, 0.1122], [1.3750, -2.4263, 0.1374], [1.8285, 0.8558, -0.0326], [-0.8511, 1.3219, -0.0724], [1.1916, -1.4335, -0.1290]], "forces_ev_per_a": [[5.100, -1.043, 1.985], [-3.574, -1.929, 0.336], [4.062, 3.303, -1.090], [0.092, 0.684, -1.589], [-0.722, 2.283, -2.142], [0.981, 2.526, -3.335], [-1.055, -1.365, -1.468], [0.592, -1.387, -0.182], [-3.653, -2.813, 1.337], [-0.321, -4.388, 5.474], [-1.502, 4.128, 0.674]], "orbital_gap_ev": 9.6, "smiles": "O=C1Cc2nocc21", "e_above_lowest_kj_mol": 390.2, "total_energy_ev": -10813.3705, "e_lumo_ev": -0.700, "homo_energy_ev": -10.31}


# 4
{"formula": "C5H3NO2S", "method": "wB97M-V/def2-TZVPD", "species": ["O", "O", "S", "C", "C", "C", "C", "H", "H", "N", "C", "H"], "xyz": [[-3.3459, -0.6766, 0.4268], [-3.8206, 1.1657, 3.3343], [-1.7018, -3.0312, 0.9194], [-1.4893, 0.7687, 0.2163], [-1.1473, -1.4669, 0.7657], [-0.1025, 0.4789, 0.5764], [-3.3866, 1.6957, 2.3926], [-1.9614, 1.5973, -0.1264], [0.7768, 1.0924, 0.5852], [-2.1601, -0.4162, 0.3648], [0.0734, -0.8136, 0.7715], [1.1231, -1.2118, 1.1192]], "forces_ev_per_a": [[-1.302, 0.234, -0.622], [1.681, 1.998, -3.589], [1.177, 2.317, -0.035], [0.634, -4.179, 1.037], [-2.246, -3.654, -0.483], [-0.595, 1.256, -1.367], [-1.773, -1.982, 3.669], [-1.230, 2.288, -0.658], [-0.271, 0.882, -0.069], [2.141, 2.293, 0.797], [4.362, -1.840, 2.245], [-2.578, 0.388, -0.924]], "orbital_gap_ev": [6.4, 6.4], "e_above_lowest_kj_mol": 325.1, "total_energy_ev": -21649.2374, "e_lumo_ev": [-2.201, -2.198], "homo_energy_ev": [-8.58, -8.57]}